w | Density functional theory data (ωB97M-V/def2-TZVPD) for the molecule C2H2N4.

Geometry as XYZ:
```
8
C2H2N4, DFT ωB97M-V/def2-TZVPD
C 1.4819 -0.6891 0.0593
C -1.4613 0.8424 0.2628
N 2.2150 -1.4991 0.4104
N -2.0665 1.7911 0.3905
N 0.6038 0.2114 -0.2767
N -0.7423 -0.2152 -0.0843
H 0.7368 0.7413 -1.0968
H -0.7673 -1.1827 0.3348
```

multiplicity = 1
highest occupied orbital energy = -0.3735 Ha
E_LUMO = 0.011 Eh

---

x | Density functional theory data (ωB97M-V/def2-TZVPD) for a 2-piece molecular cluster, C2H2N4 overall.

Geometry as XYZ:
```
8
C2H2N4, DFT ωB97M-V/def2-TZVPD
C 1.7557 1.5633 0.1185
C 2.7495 -0.9415 0.0199
N 2.5421 2.3440 -0.2377
N 3.5043 -1.7890 -0.0747
N -0.1186 0.1931 0.2627
N 1.0812 0.5866 0.6125
H -0.5353 -0.6882 0.4765
H -0.5693 0.5868 -0.5241
```

multiplicity = 1
highest occupied orbital energy (spin up / spin down) = -0.4061 / -0.3707 Ha
E_LUMO (spin up / spin down) = -0.089 / -0.107 Eh

---

y | Density functional theory data (ωB97M-V/def2-TZVPD) for a 3-piece molecular cluster, C2H2N4 overall.

Geometry as XYZ:
```
8
C2H2N4, DFT ωB97M-V/def2-TZVPD
C -0.5619 -1.7060 -0.6351
C -2.2428 0.8774 0.3427
N 4.3817 1.0795 0.9103
N 0.3760 -2.2222 -0.1973
N -1.7246 1.6910 -0.2477
N 3.5617 1.2222 0.1680
H -1.1621 -1.1935 -1.3580
H -2.6281 0.2517 1.0173
```

multiplicity = 1
highest occupied orbital energy = -0.4693 Ha
E_LUMO = 0.032 Eh

---

The winner here is y, beating the second structure by 178.1 kJ/mol.

---

w | Density functional theory data (ωB97M-V/def2-TZVPD) for C5H9NO3 as an isolated structure.

Geometry as XYZ:
```
18
C5H9NO3, DFT ωB97M-V/def2-TZVPD
C -1.5254 -0.3338 0.3545
C -1.1452 1.1421 -0.0600
C 0.7599 -0.1331 -0.4461
C -0.1628 -1.0897 0.4655
C 2.2565 -0.3583 -0.2721
H -3.1447 -0.3751 -0.7553
H -2.0249 -0.2429 1.5972
H -1.4256 1.7489 0.6294
H -1.4938 1.2706 -1.4135
H 0.7573 1.1160 1.0835
H 0.7022 -0.5970 -1.3733
H 0.0387 -2.3774 0.0786
H 0.3348 -0.9274 1.4644
H 2.0921 1.5544 -0.1682
N 0.3680 1.1808 -0.0823
O -2.2148 -0.9226 -0.7651
O 2.9898 0.7828 -0.2337
O 2.8380 -1.4385 -0.1036
```

multiplicity = 1
highest occupied orbital energy = -0.3691 Ha
E_LUMO = 0.011 Eh

---

x | Density functional theory data (ωB97M-V/def2-TZVPD) for a 2-piece molecular cluster, C5H9NO3 overall.

Geometry as XYZ:
```
18
C5H9NO3, DFT ωB97M-V/def2-TZVPD
C 0.3086 -1.5325 0.1385
C 1.3483 -0.9111 -0.4639
C -1.6570 0.7927 0.5805
C 0.6395 1.5467 -0.3148
C -0.1977 0.7676 0.9166
N -0.8155 -1.9867 -0.5495
O 1.8168 2.0098 0.1165
O 0.1789 1.8240 -1.3932
O 0.2766 0.7967 2.0236
H 2.2490 2.5229 -0.5866
H 0.4042 -1.8885 1.1563
H -1.2868 -2.7759 -0.1360
H -0.6979 -2.0782 -1.5487
H 1.3318 -0.6991 -1.5221
H 2.2388 -0.6716 0.0885
H -1.9992 -0.2329 0.4293
H -2.2115 1.2263 1.4092
H -1.9268 1.2896 -0.3441
```

multiplicity = 1
highest occupied orbital energy = -0.3148 Ha
E_LUMO = 0.030 Eh

---

y | Density functional theory data (ωB97M-V/def2-TZVPD) for the molecule C5H9NO3.

Geometry as XYZ:
```
18
C5H9NO3, DFT ωB97M-V/def2-TZVPD
C 0.8819 0.8136 -0.7234
C 1.3211 -0.0657 0.2943
C 0.0430 2.0214 -0.4788
C -1.1073 -0.8811 1.2810
C -0.0988 -1.2580 0.1993
O -2.2396 -1.5941 1.1614
O 1.3914 0.6218 -1.9578
N 0.3296 -2.4991 0.0976
O -0.9527 -0.0408 2.1310
H -2.8598 -1.2991 1.8482
H 1.0008 1.2432 -2.5879
H -0.5739 -0.7477 -0.7338
H -0.1604 -3.0082 -0.6377
H 2.1943 -0.6569 0.0550
H 1.3214 0.3405 1.2977
H -0.4079 1.9757 0.5100
H -0.7477 2.1120 -1.2265
H 0.6648 2.9225 -0.5297
```

multiplicity = 1
highest occupied orbital energy (spin up / spin down) = -0.2823 / -0.2607 Ha
E_LUMO (spin up / spin down) = 0.006 / -0.008 Eh

---

z | Density functional theory data (ωB97M-V/def2-TZVPD) for the molecule C5H9NO3.

Geometry as XYZ:
```
18
C5H9NO3, DFT ωB97M-V/def2-TZVPD
C 0.3297 1.9752 0.0793
N 0.8059 0.6750 0.5685
C -0.6082 -0.2033 1.3216
O -1.4801 0.4662 1.8250
H 1.5711 0.7675 1.2342
H -0.0099 -0.9500 1.8637
H 1.1552 2.5483 -0.3353
H -0.4252 1.7969 -0.6796
H -0.1059 2.5135 0.9188
C 1.0943 -0.3429 -0.4782
C -0.9327 -1.2815 -0.1199
C -1.7404 -0.9586 -1.1308
O 1.9527 -1.2501 0.1259
O 1.1250 -0.0731 -1.6603
H 2.4035 -1.7251 -0.5855
H -1.0615 -2.2831 0.2877
H -1.6179 -0.0270 -1.6708
H -2.4559 -1.6479 -1.5644
```

multiplicity = 1
highest occupied orbital energy = -0.3245 Ha
E_LUMO = -0.001 Eh

---

The winner here is x, beating the second structure by 187.7 kJ/mol.

---

w | Density functional theory data (ωB97M-V/def2-TZVPD) for a 2-piece molecular cluster, C5H8N2O3S overall.

Geometry as XYZ:
```
19
C5H8N2O3S, DFT ωB97M-V/def2-TZVPD
C -0.5895 1.3177 0.7253
C -3.0809 -0.9367 -0.6700
C 0.4344 1.6144 -1.5982
C 2.3450 -0.7717 1.3587
C 0.3702 0.9745 -0.2096
N -1.4771 1.5228 1.4306
N -2.9010 -0.7669 0.4848
O -3.4349 -1.2452 -1.7203
O 0.1091 -1.7119 0.5324
O 1.6469 -0.9598 -1.2841
S 1.1064 -0.5386 -0.0151
H -0.5687 1.5400 -2.1885
H 0.6112 2.6121 -1.4442
H 1.2737 1.1400 -2.1330
H 2.1175 0.0216 2.0748
H 2.0636 -1.6475 1.9365
H 3.4661 -0.8785 1.1360
H -0.7423 -1.2783 0.3795
H -2.7500 -0.0077 1.2044
```

multiplicity = 1
highest occupied orbital energy = -0.3285 Ha
E_LUMO = 0.012 Eh

---

x | Density functional theory data (ωB97M-V/def2-TZVPD) for a 2-piece molecular cluster, C5H8N2O3S overall.

Geometry as XYZ:
```
19
C5H8N2O3S, DFT ωB97M-V/def2-TZVPD
C 0.6825 1.3983 1.4398
C 0.3653 0.5965 2.5073
C -1.3277 0.8066 1.2643
C -1.0448 -0.1138 -1.9196
C 1.3047 -0.0451 -1.7108
N -0.3977 1.4662 0.6615
N -0.0256 -0.5262 -1.3649
O 0.9550 -2.7626 0.0697
O -1.4627 -2.1471 0.3926
O -0.9591 0.2478 2.3980
S -0.0719 -1.7483 0.4245
H 1.5271 1.9802 1.1080
H 0.9601 0.0093 3.3469
H -1.1917 0.5119 -2.7747
H -1.9735 -0.6144 -1.5880
H -2.3752 0.9442 1.0261
H 2.0913 -0.7970 -1.5590
H 1.2866 0.2219 -2.7307
H 1.6573 0.5717 -0.9911
```

multiplicity = 1
highest occupied orbital energy = -0.3397 Ha
E_LUMO = 0.019 Eh

---

The winner here is x, beating the second structure by 27.5 kJ/mol.

---

w | Density functional theory data (ωB97M-V/def2-TZVPD) for a 2-piece molecular cluster, C2H9NS2 overall.

Geometry as XYZ:
```
14
C2H9NS2, DFT ωB97M-V/def2-TZVPD
S -1.0441 1.1578 1.4763
S -1.0298 -0.9243 1.4619
H -0.2227 1.2780 2.5228
H -1.4037 -1.0238 0.1835
C 0.2808 -0.6793 -2.0495
N 1.5316 -0.0741 -2.4843
C 2.3148 0.4994 -1.3896
H 0.4763 -1.5848 -1.4698
H -0.3682 -0.8702 -2.9052
H -0.2979 0.1082 -1.5785
H 2.1252 -0.7445 -2.9597
H 3.1956 -0.1076 -1.1561
H 2.7467 1.4305 -1.7612
H 1.7658 0.8600 -0.5213
```

multiplicity = 1
highest occupied orbital energy = -0.3138 Ha
E_LUMO = 0.010 Eh

---

x | Density functional theory data (ωB97M-V/def2-TZVPD) for a 2-piece molecular cluster, C2H9NS2 overall.

Geometry as XYZ:
```
14
C2H9NS2, DFT ωB97M-V/def2-TZVPD
S -1.5232 -0.6296 -3.6490
S 0.1925 0.5977 -3.4477
H -0.7442 -1.6306 -4.0854
H -0.5230 1.7199 -3.2890
C -0.5671 0.0518 2.1977
C 0.1560 0.0135 0.8554
N 1.5912 -0.0798 0.8343
H -0.4097 -0.8910 2.7230
H -1.6434 0.1648 2.0444
H -0.1302 0.8212 2.8290
H -0.1499 0.8770 0.2356
H -0.2150 -0.7796 0.1987
H 1.9257 -0.9341 1.2574
H 2.0403 0.6986 1.2957
```

multiplicity = 1
highest occupied orbital energy = -0.3133 Ha
E_LUMO = 0.009 Eh

---

The winner here is x, beating the second structure by 53.8 kJ/mol.